*a*
Formula: C3H11NO3
Source: the OMol25 dataset
Level of theory: ωB97M-V with the def2-TZVPD basis set

XYZ file:
```
18
C3H11NO3 (ωB97M-V with the def2-TZVPD basis set)
C 0.44904 -0.88634 2.84883
N 0.51495 -0.53883 1.50782
C -0.14704 0.66653 1.08684
C 1.72915 -0.90251 0.79045
O -0.45860 -0.56820 3.56837
H 1.30398 -1.50606 3.13369
H -0.31920 0.73889 0.01007
H 0.37551 1.58908 1.35121
H -1.14010 0.71167 1.53566
H 2.62221 -0.28105 0.93915
H 1.56796 -0.84993 -0.28483
H 1.93619 -1.92706 1.09482
H -0.64133 1.17548 -4.77225
H -0.86016 2.72921 -4.70518
O -0.90843 1.97770 -5.27005
H -1.37408 -0.56580 -3.14450
H -1.14668 -0.78786 -1.69922
O -0.87070 -0.20386 -2.41462
```

Lowest unoccupied orbital energy, eV: 0.407
Net charge: 0
2S+1: 1
HOMO level, eV: -9.486
SMILES: CN(C)C=O.O.O


*b*
Formula: C3H11NO3
Source: the OMol25 dataset
Level of theory: ωB97M-V with the def2-TZVPD basis set

XYZ file:
```
18
C3H11NO3 (ωB97M-V with the def2-TZVPD basis set)
C -0.90802 -0.10850 -0.98635
N 0.00185 0.60659 -0.29481
C 1.11869 1.19127 -1.07970
C 2.40109 0.46738 -0.85870
O -1.81619 -0.75238 -0.49298
H -0.77082 -0.12170 -2.08017
H 0.30484 0.22778 0.60103
H 0.76207 1.14785 -2.10939
H 1.14242 2.24540 -0.82309
H 2.24006 -0.60704 -0.75557
H 3.04775 0.49789 -1.74744
H 3.00469 0.95821 -0.10732
H -2.69832 -1.07200 1.14789
H -3.45391 -0.13500 2.15630
O -2.74297 -0.77519 2.07415
H -0.95171 -1.08626 2.41058
H -0.54340 -1.43095 1.04094
O -0.13813 -1.25336 1.90463
```

Lowest unoccupied orbital energy, eV: 0.889
Net charge: 0
2S+1: 1
HOMO level, eV: -10.246
SMILES: CCNC=O.O.O


*c*
Formula: C3H11NO3
Source: the OMol25 dataset
Level of theory: ωB97M-V with the def2-TZVPD basis set

XYZ file:
```
18
C3H11NO3 (ωB97M-V with the def2-TZVPD basis set)
C -1.36149 -0.51483 1.12868
C -0.37858 -0.18565 -0.00897
C -0.51164 -1.19029 -1.04302
O 0.44184 -1.38239 -1.81425
N -0.56340 -0.78785 2.33914
H -2.00051 -1.41219 0.98312
H -2.11230 0.25280 1.16181
H 0.62879 -0.07743 0.38823
H -0.52650 0.88192 -0.44454
H -1.39085 -1.62642 -1.21186
H 0.39411 -0.81792 2.18673
H -0.82202 -1.72038 2.68561
H 2.62138 -0.04941 -2.74680
H 1.31679 0.28184 -2.11843
O 2.09757 0.68079 -2.49519
H 1.29057 2.58492 -0.23471
H 0.46018 2.46391 1.07159
O 0.41606 2.61857 0.17284
```

Lowest unoccupied orbital energy, eV: 0.602
Net charge: 0
2S+1: 1
HOMO level, eV: -9.615
SMILES: NCCC=O.O.O


*d*
Formula: C3H11NO3
Source: the OMol25 dataset
Level of theory: ωB97M-V with the def2-TZVPD basis set

XYZ file:
```
18
C3H11NO3 (ωB97M-V with the def2-TZVPD basis set)
C -0.32821 -0.25105 0.13559
N -0.41282 -1.14180 -0.91871
C -0.87737 -0.65493 -2.22092
C 0.19320 0.15377 -2.89708
O -0.48046 -0.57764 1.28624
H -0.01234 0.77380 -0.11869
H -0.82859 -1.96572 -0.48460
H -1.80058 -0.08719 -2.11041
H -1.08928 -1.52959 -2.83113
H -0.04294 0.62506 -3.85769
H 1.05387 -0.44159 -3.21996
H 0.59616 0.98363 -2.31286
H -2.22522 1.27127 3.97774
H -2.15002 2.45835 4.86599
O -1.88229 1.55270 4.84139
H 3.56226 -0.40959 -0.17347
H 2.96943 1.00268 -0.52396
O 3.56722 0.32967 -0.80591
```

Lowest unoccupied orbital energy, eV: 0.719
Net charge: 0
2S+1: 1
HOMO level, eV: -9.997
SMILES: CCNC=O.O.O


Relative energies, kcal/mol: *a* 12.1; *b* 0.0; *c* 41.1; *d* 10.7.


*a*
Formula: C3H4OS2
Source: the OMol25 dataset
Level of theory: ωB97M-V with the def2-TZVPD basis set

XYZ file:
```
10
C3H4OS2 (ωB97M-V with the def2-TZVPD basis set)
C 1.38933 -0.34157 -0.49823
C 0.40944 -0.63048 0.48023
C -1.74579 0.88074 -0.16429
H 1.08617 -0.82828 -1.46018
H 0.41562 0.04451 1.35963
H 0.74518 -1.70604 0.55499
H -2.81106 1.20570 -0.13947
O -0.96122 1.77227 0.00652
S 2.80223 0.39112 -0.03310
S -1.32991 -0.78795 -0.10611
```

Lowest unoccupied orbital energy, eV: -0.436
Net charge: 0
2S+1: 1
HOMO level, eV: -8.965
SMILES: O=CSCC=S


*b*
Formula: C3H4OS2
Source: the OMol25 dataset
Level of theory: ωB97M-V with the def2-TZVPD basis set

XYZ file:
```
10
C3H4OS2 (ωB97M-V with the def2-TZVPD basis set)
C 2.05176 -0.71452 0.05952
C 0.91448 -0.09086 0.11671
C -1.60260 0.01075 0.02488
O -0.25844 -0.87656 0.13302
S -3.03563 -0.75827 0.03481
S -1.33379 1.75782 -0.00459
H 3.11937 -0.46152 -0.06373
H 1.85516 -1.76764 -0.06678
H 0.88572 0.97791 -0.06174
H -2.59602 1.92290 -0.17210
```

Lowest unoccupied orbital energy, eV: -0.439
Net charge: 0
2S+1: 1
HOMO level, eV: -9.343
SMILES: C=COC(=S)S


*c*
Formula: C3H4OS2
Source: the OMol25 dataset
Level of theory: ωB97M-V with the def2-TZVPD basis set

XYZ file:
```
10
C3H4OS2 (ωB97M-V with the def2-TZVPD basis set)
C -2.21534 -0.11204 -0.09327
C -1.00716 -0.54295 0.10562
C 0.21376 0.30683 -0.09124
O -4.06460 1.61386 0.61816
S -4.07817 -1.34522 0.10419
S -3.74433 0.68852 -0.44355
H -0.81928 -1.56343 0.41752
H 0.92400 0.10426 0.70961
H -0.03507 1.36486 -0.10717
H 0.68481 0.04250 -1.04162
```

Lowest unoccupied orbital energy, eV: -0.320
Net charge: 0
2S+1: 1
HOMO level, eV: -9.239


*d*
Formula: C3H4OS2
Source: the OMol25 dataset
Level of theory: ωB97M-V with the def2-TZVPD basis set

XYZ file:
```
10
C3H4OS2 (ωB97M-V with the def2-TZVPD basis set)
C 0.63936 -1.26238 -0.79547
C -0.93315 0.31421 0.00126
C 0.27809 0.89512 0.64254
H -1.55769 1.07826 -0.49184
H -1.41559 -0.26025 0.74690
H 0.64814 1.74653 0.10299
H 0.14654 1.10919 1.67410
O -0.45679 -0.51415 -1.09814
S 1.23937 -2.61928 -1.43730
S 1.41173 -0.48725 0.65495
```

Lowest unoccupied orbital energy, eV: 0.375
Net charge: 0
2S+1: 1
HOMO level, eV: -8.903
SMILES: S=C1OCCS1


Relative energies, kcal/mol: *a* 25.8; *b* 48.6; *c* 59.0; *d* 0.0.


*a*
Formula: C3H6N4S
Source: the OMol25 dataset
Level of theory: ωB97M-V with the def2-TZVPD basis set

XYZ file:
```
14
C3H6N4S (ωB97M-V with the def2-TZVPD basis set)
C 1.40717 -0.36949 0.02399
C -0.86770 -0.18959 -0.03390
C -2.22115 -0.80229 0.20686
H 1.49493 1.04703 1.48347
H 2.68027 1.13433 0.12613
H 2.00867 -1.99318 -0.75367
H -1.82569 1.44563 -0.75408
H -0.13210 1.63668 -0.49608
H -2.06677 -1.85129 0.57466
N 1.70579 0.94193 0.45514
N 2.30462 -1.02807 -0.57753
N 0.14325 -0.86968 0.34523
N -0.95343 1.04356 -0.56896
S -3.67784 -0.14557 -0.03124
```

Lowest unoccupied orbital energy, eV: -1.197
Net charge: 0
2S+1: 1
HOMO level, eV: -9.336
SMILES: [H]/N=C(N)\N=C(/N)C=S


*b*
Formula: C3H6N4S
Source: the OMol25 dataset
Level of theory: ωB97M-V with the def2-TZVPD basis set

XYZ file:
```
14
C3H6N4S (ωB97M-V with the def2-TZVPD basis set)
C -0.10891 0.32160 0.62779
C 0.37669 -2.17593 -0.45176
C 0.85766 -1.06001 -1.34761
H -1.66536 2.59271 0.70736
H -0.16852 3.38041 0.52573
H -0.24983 1.46191 2.31416
H 0.41888 -3.20745 -0.81648
H 1.88348 -0.80937 -1.05626
H 0.85506 -1.36732 -2.40173
N -0.65897 2.51933 0.49567
N -0.05516 1.50364 1.27756
N 0.10193 -0.77923 1.28433
N -0.13383 -2.01378 0.68790
S -0.16276 0.42659 -1.15385
```

Lowest unoccupied orbital energy, eV: 0.663
Net charge: 0
2S+1: 1
HOMO level, eV: -8.498
SMILES: NNC1=NN=CCS1


Relative energies, kcal/mol: *a* 0.0; *b* 46.1.